C11H16Cl2F2N2O8S2 | ωB97M-V/def2-TZVPD

CARTESIAN COORDINATES (ANGSTROEM)
O  -0.058377  5.734732  0.151059
C  -0.033807  4.600870  -0.353851
F  1.212301  3.977927  -0.627334
N  -1.332067  3.918781  -0.673093
C  -1.398373  2.593170  0.032948
O  -0.994820  1.578068  -0.605201
C  -1.979959  2.512658  1.521030
C  -0.954304  3.270093  2.522969
O  -0.943309  4.458233  2.900125
N  0.038306  2.243178  2.919738
C  -0.507355  0.821767  2.934659
C  0.613601  -0.010485  2.135879
C  0.289819  -1.576820  1.966671
C  -0.538011  -1.965091  0.649059
S  0.378347  -1.743389  -0.944827
O  -0.619313  -1.147746  -1.930132
O  1.575670  -0.838282  -0.867213
O  0.880788  -3.196595  -1.634153
C  -1.948412  1.059091  2.255604
S  -3.392583  0.962907  3.428031
O  -3.890742  2.357775  3.744047
O  -4.491731  0.169760  2.779638
F  -2.853146  0.313829  4.874222
H  -1.211225  3.655784  -1.678165
H  -2.986807  3.045979  1.445385
H  0.787511  2.411911  2.224222
H  -0.441890  0.578437  4.050946
H  1.574541  0.050760  2.781015
H  0.847602  0.541829  1.163816
H  1.244526  -2.213878  2.110802
H  -0.386612  -1.863353  2.865528
H  -0.768549  -3.098859  0.734282
H  -1.549373  -1.448858  0.546586
H  0.826361  -3.015127  -2.613546
H  -2.288209  0.377888  1.398295
Cl  1.353531  -2.629750  -5.661165
C  3.104005  -2.960920  -5.629970
C  3.414962  -4.337526  -5.079052
Cl  3.049405  -4.460550  -3.340653
H  3.586197  -2.175895  -5.044525
H  3.459383  -2.884665  -6.659454
H  4.479290  -4.552308  -5.195154
H  2.852830  -5.115325  -5.599069

Cartesian forces, eV/Å:
O 0.742 -5.031 -2.312
C -0.420 4.605 2.253
F -2.995 0.652 0.323
N 2.525 -1.355 0.413
C 1.785 -3.616 -1.961
O -1.943 3.606 2.851
C 0.438 1.403 0.904
C 0.068 2.116 0.980
O -0.052 -4.670 -1.771
N -0.859 1.350 -0.661
C 1.718 1.971 -0.830
C 0.118 -0.448 0.468
C -0.338 0.374 0.490
C 0.235 -2.106 1.339
S 0.156 4.665 -5.193
O 2.008 -2.495 2.902
O -2.427 -2.944 1.216
O -1.010 1.686 1.181
C -0.264 -0.572 -1.817
S -5.489 3.168 -0.489
O 2.574 -4.054 -0.286
O 3.908 0.839 2.158
F -0.531 0.635 -2.629
H -0.314 -0.098 0.879
H 1.258 -0.917 0.568
H -0.095 -0.514 0.822
H -0.981 -0.179 -1.738
H -1.654 0.072 -0.966
H -0.450 -1.097 1.096
H -1.580 1.093 -0.649
H 0.974 0.327 -1.509
H 0.368 1.804 -0.356
H 1.719 -0.433 -0.253
H -0.019 -0.091 0.954
H 0.776 0.297 1.638
Cl -0.037 0.004 0.119
C 0.260 -0.018 -0.039
C 0.119 -0.047 -0.236
Cl 0.007 -0.027 -0.068
H -0.133 -0.135 0.006
H -0.061 -0.089 0.086
H -0.090 0.112 0.016
H -0.011 0.156 0.102

Values from the calculation:
Molar mass   477.291 g/mol
E   -83171.685 eV
HOMO level   -0.393 hartree

These are the Löwdin partial charges, in e, on atoms 1 to 6: number 1, O, carries 0.132; number 2, C, carries -0.354; number 3, F, carries 0.057; number 4, N, carries 0.147; number 5, C, carries -0.274; number 6, O, carries 0.076